A cluster of 3 separate species, CH8N2O2 in total at a distorted geometry. Source: the Open Molecules 2025 dataset; level of theory: ωB97M-V/def2-TZVPD.

Bonds (Å) are listed after each position.
Positions of all 13 atoms, in Å:
1 H 1.478 -1.047 0.663  N2 1.038
2 N 0.662 -1.286 1.259  H1 1.038, C3 1.320
3 C 0.101 -0.169 1.682  N2 1.320, N4 1.381, H5 1.170
4 N 0.132 1.179 1.385  C3 1.381, H6 1.048, H7 1.003
5 H -0.751 -0.241 2.481  C3 1.170
6 H 0.760 1.281 0.552  N4 1.048
7 H -0.734 1.643 1.181  N4 1.003
8 O 0.203 1.182 -1.663  H9 1.038, H10 1.018
9 H -0.212 0.330 -2.087  O8 1.038
10 H 0.771 1.297 -2.500  O8 1.018
11 O -0.720 -1.479 -1.420  H12 0.949, H13 0.992
12 H -1.521 -1.341 -0.930  O11 0.949
13 H -0.170 -1.349 -0.604  O11 0.992

Calculated total energy: -302.8534 Eh
Gap between HOMO and LUMO: 10.52 eV
Lowest unoccupied orbital energy: 0.664 eV
ΔE to the lowest compared entry with this formula, charge and spin: 27.5 kcal per mole
Multiplicity: 1
HOMO level: -9.856 eV

So, what does the Mulliken scheme give us? The charges, in e, come out as: number 1, H, carries 0.278; number 2, N, carries -0.725; number 3, C, carries 0.122; number 4, N, carries -0.485; number 5, H, carries 0.282; number 6, H, carries 0.254; number 7, H, carries 0.289; number 8, O, carries -0.653; number 9, H, carries 0.351; number 10, H, carries 0.324; number 11, O, carries -0.735; number 12, H, carries 0.346; number 13, H, carries 0.352